1.
ORCA calculation (the ωB97M-V functional and the def2-TZVPD basis) on 2 unconnected molecules or ions with the total composition C2H5OS.

Properties
Gap between HOMO and LUMO = 6.79 eV
Charge = -1
Energy relative to the best compared isomer or geometry (same formula, charge and spin) = 14.2 kJ/mol

Each line ends with the Löwdin charge.
Atoms and positions in Å:
S 2.1295 0.3873 -0.3560  -0.280
H 1.7190 0.1293 0.8991  -0.483
O -2.3207 0.0769 -0.6391  -0.002
C -1.2723 -0.3562 -0.2351  -0.369
C -0.9270 -0.4531 1.2180  -0.111
H -0.5393 -0.8439 -0.8917  0.065
H -0.3401 -1.3454 1.4378  0.070
H -0.2667 0.3472 1.5522  0.043
H -1.8541 -0.4031 1.7915  0.067

2.
ORCA calculation (the ωB97M-V functional and the def2-TZVPD basis) on a molecular structure, C21H25FFeINSiTe.

Properties
Gap between HOMO and LUMO (alpha / beta) = 6.66 / 6.66 eV

Each line ends with the Löwdin charge.
Atoms and positions in Å:
Fe -0.1217 -0.3192 -0.9713  0.217
I -1.6223 -0.8320 -3.1156  1.043
C -3.2565 -1.5363 -1.8320  -0.501
C -4.4582 -1.8608 -2.3904  -0.148
C -5.4692 -2.3798 -1.5636  -0.083
C -5.2299 -2.5865 -0.2341  -0.033
C -3.9970 -2.2314 0.3473  -0.173
C -3.7461 -2.4244 1.7191  -0.045
C -2.5935 -1.9579 2.2846  -0.071
C -1.6411 -1.2911 1.4950  -0.123
C -1.7807 -1.1680 0.1317  -0.137
C -2.9743 -1.6473 -0.4593  -0.253
H -4.6408 -1.7215 -3.4449  0.094
H -6.4266 -2.6259 -1.9984  0.104
H -5.9912 -3.0036 0.4099  0.113
H -4.4950 -2.9260 2.3158  0.109
H -2.4054 -2.0911 3.3414  0.104
H -0.7694 -0.8730 1.9823  0.084
C 3.4404 -0.8013 2.4160  -0.179
Si 2.3211 -0.8707 0.8691  0.423
C 1.3177 -2.5035 0.8912  -0.168
C 3.3252 -0.9657 -0.7604  -0.182
N 1.1950 0.3925 0.6045  -0.113
C 0.8033 1.4946 1.2533  -0.340
C 1.3337 1.9884 2.4639  -0.031
C 0.8276 3.1214 3.0618  -0.106
C -0.2116 3.8473 2.4920  -0.114
C -0.7577 3.4087 1.2944  -0.033
C -0.2504 2.2696 0.7275  -0.196
F -0.8254 1.7963 -0.4660  -0.095
H 4.1028 -1.6599 2.4702  0.023
H 2.8470 -0.7927 3.3259  0.022
H 4.0590 0.0905 2.4192  0.020
H 1.9495 -3.3683 0.7187  0.028
H 0.5603 -2.4737 0.0979  0.003
H 0.7962 -2.6575 1.8288  0.023
H 4.0680 -1.7564 -0.7406  0.021
H 3.8332 -0.0319 -0.9752  0.016
H 2.6419 -1.1729 -1.5855  -0.001
H 2.1413 1.4382 2.9162  0.081
H 1.2536 3.4480 3.9991  0.099
H -0.5960 4.7353 2.9682  0.093
H -1.5679 3.9319 0.8103  0.116
C 2.5435 1.1029 -4.4636  -0.428
Te 1.1963 1.8587 -2.9391  1.152
C 2.5704 3.4723 -2.4578  -0.405
H 2.5608 1.7606 -5.3247  -0.004
H 2.2076 0.1208 -4.7725  -0.010
H 3.5426 1.0310 -4.0486  -0.003
H 3.5794 3.0845 -2.3832  0.000
H 2.2741 3.8958 -1.5069  -0.008
H 2.5363 4.2410 -3.2217  -0.002

3.
ORCA calculation (the ωB97M-V functional and the def2-TZVPD basis) on a molecular structure, C27H30N10O2RuS2SeSi.

Properties
Spin multiplicity = 2
Gap between HOMO and LUMO (alpha / beta) = 7.82 / 7.66 eV
Charge = +1
Energy relative to the best compared isomer or geometry (same formula, charge and spin) = 106.4 kJ/mol

Each line ends with the Löwdin spin population.
Atoms and positions in Å:
Ru 0.6046 0.5448 -0.2074  0.826
C 3.1757 -1.9984 0.2259  0.000
C 3.1427 -0.8369 1.1629  0.001
N 2.2600 0.1334 1.1586  0.009
C 2.4159 0.9880 2.2235  0.000
C 3.4657 0.7072 3.0216  0.000
S 4.2556 -0.6897 2.4481  0.002
C 1.3925 1.9989 2.3472  0.000
C 1.2301 2.9532 3.2823  0.000
S -0.1967 3.8232 2.9576  0.000
C -0.5140 2.8726 1.5798  0.002
N 0.4038 1.9516 1.3852  -0.006
C -1.7174 3.1320 0.7341  0.000
H 2.2302 -2.0551 -0.3028  0.000
H 3.3268 -2.9232 0.7826  0.000
H 3.9895 -1.8984 -0.4970  0.000
H 3.8007 1.2277 3.9062  0.000
H 1.8557 3.1799 4.1325  0.000
H -2.5459 3.4809 1.3505  0.000
H -2.0075 2.2254 0.2231  0.000
H -1.4939 3.9063 -0.0030  0.000
O 0.2157 -0.8536 -1.7732  0.023
N -0.9608 -1.3159 -1.8972  0.011
N -1.8166 -0.6025 -1.3304  -0.005
O -1.5183 0.5303 -0.7069  0.005
C -3.2229 -0.9772 -1.4025  0.000
C -4.0985 -0.3454 -0.5442  -0.001
C -5.4511 -0.6655 -0.6081  0.000
C -5.9049 -1.6047 -1.5195  -0.001
C -5.0029 -2.2336 -2.3693  0.000
C -3.6542 -1.9226 -2.3191  -0.001
H -3.7226 0.3654 0.1784  0.000
H -6.1453 -0.1811 0.0662  0.000
H -6.9590 -1.8468 -1.5710  0.000
H -5.3507 -2.9703 -3.0813  0.000
H -2.9445 -2.3985 -2.9811  0.000
N -2.4846 3.8073 -4.5119  0.000
C -1.9419 3.1377 -3.4868  0.001
N -2.7055 2.2869 -2.7858  0.000
N -0.6728 3.3701 -3.2255  0.004
C -0.0269 2.7911 -2.2602  0.008
N 0.6335 2.3466 -1.4139  0.005
H -3.4414 3.6831 -4.7848  0.000
H -1.8969 4.4256 -5.0418  0.000
H -3.6567 2.0969 -3.0492  0.000
H -2.2984 1.7544 -2.0223  0.000
C -1.6596 -2.1978 4.4073  0.001
Si -1.1456 -3.0361 2.8350  0.007
C 0.2081 -4.2628 3.1590  0.002
C -2.5816 -3.8495 1.9894  0.000
C -0.4866 -1.7450 1.7141  0.036
C -0.0195 -0.8960 0.9755  -0.019
H -2.1015 -2.9123 5.1100  0.000
H -2.3981 -1.4157 4.2103  0.000
H -0.7950 -1.7366 4.8935  0.000
H -0.1395 -5.0550 3.8300  0.000
H 1.0722 -3.7808 3.6255  0.000
H 0.5379 -4.7321 2.2275  0.000
H -3.0577 -4.5917 2.6385  0.000
H -2.2457 -4.3601 1.0820  0.000
H -3.3377 -3.1122 1.7033  0.000
Se 2.5762 -0.9055 -3.0641  0.004
N 2.5784 0.2111 -1.6671  0.077
C 3.7946 0.7051 -1.5763  0.003
C 4.2249 1.6968 -0.6184  0.001
C 5.5236 2.0411 -0.5901  -0.002
C 6.4969 1.4757 -1.5097  0.001
C 6.1353 0.6084 -2.4657  -0.001
C 4.7539 0.1950 -2.5391  0.003
N 4.2797 -0.6585 -3.4135  0.001
H 3.5030 2.1580 0.0401  0.000
H 5.8561 2.7784 0.1321  0.000
H 7.5332 1.7775 -1.4282  0.000
H 6.8482 0.1997 -3.1708  0.000

4.
ORCA calculation (the ωB97M-V functional and the def2-TZVPD basis) on C3H7ClOS in the gas phase.

Properties
Gap between HOMO and LUMO = 9.76 eV
Energy relative to the best compared isomer or geometry (same formula, charge and spin) = 72.5 kJ/mol

Each line ends with the Löwdin charge.
Atoms and positions in Å:
O -0.0860 1.2056 -1.1477  -0.078
C 0.0893 0.4105 0.0230  -0.563
C -0.6196 -0.9059 -0.2231  -0.612
S -2.3605 -0.8015 -0.4470  0.741
C 1.5254 0.2283 0.4729  -0.439
Cl 2.3367 -0.9826 -0.6782  0.535
H -0.7485 1.9322 -0.9659  0.123
H -0.3279 1.0205 0.7829  0.122
H -0.2397 -1.2629 -1.1774  0.058
H -0.5035 -1.5677 0.5857  0.055
H -2.5536 -0.2165 0.7685  -0.116
H 2.0207 1.2349 0.6039  0.114
H 1.4671 -0.2951 1.4024  0.062

5.
ORCA calculation (the ωB97M-V functional and the def2-TZVPD basis) on C3H4N2O in the gas phase.

Properties
Gap between HOMO and LUMO = 11.34 eV
Energy relative to the best compared isomer or geometry (same formula, charge and spin) = 176.6 kJ/mol

Each line ends with the Löwdin charge.
Atoms and positions in Å:
H -1.5623 -0.0604 2.4970  0.052
N -0.8098 -0.6436 2.1388  0.119
C -0.5565 -0.2605 0.9684  -0.311
O 0.4370 -0.8809 0.2722  -0.049
C 0.8392 -0.3757 -0.9859  -0.166
C 0.3614 0.9932 -1.2289  -0.197
N -0.0719 2.0623 -1.3074  0.168
H -1.0646 0.5575 0.4478  0.116
H 0.4952 -1.0357 -1.7903  0.134
H 1.9323 -0.3563 -1.0117  0.135

6.
ORCA calculation (the ωB97M-V functional and the def2-TZVPD basis) on C5H7N in the gas phase.

Properties
Gap between HOMO and LUMO = 9.94 eV
Energy relative to the best compared isomer or geometry (same formula, charge and spin) = 189.6 kJ/mol

Each line ends with the Löwdin charge.
Atoms and positions in Å:
C 1.1836 -0.0275 -0.6333  -0.107
C 0.5904 1.1550 -0.4915  -0.082
C -0.6457 1.0774 0.3398  -0.203
N -1.7702 0.1214 0.0468  0.042
C -0.6854 -0.4315 0.7883  -0.277
C 0.4444 -1.1543 0.0450  -0.148
H 2.0990 -0.1820 -1.1844  0.093
H 1.0298 2.0925 -0.8310  0.099
H -0.7519 1.9767 0.9839  0.131
H -1.7899 -0.2686 -0.8972  0.103
H -0.8987 -0.7537 1.8081  0.126
H 1.0826 -1.7171 0.7370  0.108
H 0.1118 -1.8883 -0.7114  0.116

7.
ORCA calculation (the ωB97M-V functional and the def2-TZVPD basis) on C19H23NO4S in the gas phase.

Properties
Gap between HOMO and LUMO = 9.37 eV
Energy relative to the best compared isomer or geometry (same formula, charge and spin) = 0.0 kJ/mol

Each line ends with the Löwdin charge.
Atoms and positions in Å:
C -1.0030 0.0834 3.4705  -0.038
C -1.1806 0.0450 1.9832  -0.203
C -1.1405 -1.1727 1.3160  0.037
C -1.2944 -1.2765 -0.0605  -0.151
C -1.2387 -2.5928 -0.8158  -0.554
C -0.0514 -2.5436 -1.7879  -0.037
C -1.0560 -3.7967 0.1121  -0.062
C -2.5463 -2.7783 -1.5973  -0.038
C -1.4762 -0.0919 -0.7643  -0.026
C -1.5040 1.1214 -0.1109  -0.217
S -1.5690 2.5673 -1.1686  0.696
O -1.6082 2.1435 -2.5336  -0.276
O -2.5272 3.5429 -0.7388  -0.288
N -0.0666 3.2962 -0.8605  -0.036
C 1.0720 2.5283 -0.7139  -0.295
C 1.2569 1.4101 -1.5300  -0.013
C 2.3653 0.6094 -1.3697  0.006
C 3.3186 0.9125 -0.3972  -0.141
C 4.5085 0.0725 -0.1827  -0.493
O 5.3738 0.2946 0.6300  0.101
O 4.5570 -1.0064 -0.9861  0.101
C 3.1514 2.0496 0.3932  -0.001
C 2.0407 2.8487 0.2402  -0.011
C -1.3716 1.2306 1.2653  -0.200
C -1.4199 2.5546 1.9603  -0.030
H -1.9087 0.4456 3.9561  0.087
H -0.7816 -0.9075 3.8570  0.078
H -0.1881 0.7524 3.7417  0.087
H -0.9816 -2.0599 1.9077  0.107
H -0.1703 -1.7437 -2.5126  0.079
H 0.8749 -2.3768 -1.2420  0.086
H 0.0283 -3.4852 -2.3266  0.086
H -1.8773 -3.8729 0.8208  0.087
H -1.0383 -4.7092 -0.4798  0.085
H -0.1168 -3.7331 0.6564  0.086
H -3.3940 -2.7917 -0.9156  0.092
H -2.5252 -3.7208 -2.1399  0.085
H -2.6968 -1.9761 -2.3134  0.079
H -1.5959 -0.0772 -1.8347  0.108
H -0.1416 4.0974 -0.2528  0.118
H 0.5254 1.2023 -2.2925  0.101
H 2.5073 -0.2543 -1.9994  0.116
H 5.3657 -1.5083 -0.8007  0.131
H 3.9051 2.2811 1.1305  0.122
H 1.9125 3.7290 0.8539  0.114
H -2.0098 2.4819 2.8717  0.087
H -0.4142 2.8699 2.2422  0.090
H -1.8697 3.3054 1.3187  0.055

8.
ORCA calculation (the ωB97M-V functional and the def2-TZVPD basis) on C4H7NO in the gas phase.

Properties
Gap between HOMO and LUMO = 10.67 eV
Energy relative to the best compared isomer or geometry (same formula, charge and spin) = 233.8 kJ/mol

Each line ends with the Löwdin charge.
Atoms and positions in Å:
O 0.6561 -2.9265 1.0295  0.046
C 0.7619 -1.7261 1.0029  -0.246
C -0.3220 -0.7789 0.5216  -0.173
N 0.2913 0.4836 0.1634  -0.142
C 0.2825 0.8841 -1.2291  -0.139
C -0.5478 1.5950 -0.2224  -0.146
H 1.6738 -1.2014 1.3570  0.123
H -1.0096 -0.6258 1.3654  0.134
H -0.8967 -1.2624 -0.2844  0.128
H -0.2420 0.2434 -1.9408  0.106
H 1.2066 1.3202 -1.5992  0.100
H -0.2401 2.5619 0.1706  0.101
H -1.6257 1.4435 -0.2664  0.106